A:
Formula: C5H14
Source: OMol25
Level of theory: ωB97M-V/def2-TZVPD

ORCA input file:
```
! RIJCOSX wB97M-V def2-TZVPD def2/J DEFGRID3
* xyz 0 1
C -1.831 1.653 -0.660
C -2.863 1.235 0.393
C -0.459 0.932 -0.377
H -2.135 1.240 -1.576
H -1.618 2.700 -0.548
H -3.070 0.201 0.132
H -3.852 1.707 0.340
H -0.189 0.447 -1.306
H 0.269 1.630 0.019
H -2.635 1.339 1.454
H -0.538 0.246 0.461
C 2.459 -1.797 0.975
C 2.168 -1.549 -0.514
H 2.909 -0.912 1.408
H 1.694 -2.239 1.609
H 3.206 -2.599 0.981
H 2.772 -0.699 -0.832
H 1.201 -1.166 -0.819
H 2.512 -2.369 -1.138
*
```

The molar mass comes out at 74.2 g/mol. As for the SMILES: CCC.CC. The calculation puts the HOMO energy at -11.133 eV. The calculation puts the lowest unoccupied orbital energy at 1.14 eV. The calculation puts the HOMO-LUMO gap at 12.2724 eV.


B:
Formula: C5H14
Source: OMol25
Level of theory: ωB97M-V/def2-TZVPD

ORCA input file:
```
! RIJCOSX wB97M-V def2-TZVPD def2/J DEFGRID3
* xyz 0 1
C 0.395 1.823 1.768
C 1.417 2.475 0.870
H -0.523 2.364 2.026
H -0.059 0.952 1.283
H 0.709 1.512 2.762
H 0.935 2.659 -0.099
H 2.092 1.733 0.427
H 1.919 3.292 1.376
C -0.480 -0.903 -0.788
C -1.014 -1.409 -2.114
C -0.364 -2.082 0.174
H 0.453 -0.339 -0.809
H -1.187 -0.133 -0.456
H -1.295 -0.640 -2.839
H 0.320 -1.805 0.982
H -1.322 -2.513 0.424
H -1.888 -2.040 -2.026
H -0.360 -2.098 -2.653
H 0.253 -2.847 -0.310
*
```

The molar mass comes out at 74.2 g/mol. As for the SMILES: CCC.CC. The calculation puts the HOMO energy at -11.213 eV. The calculation puts the lowest unoccupied orbital energy at 1.08 eV. The calculation puts the HOMO-LUMO gap at 12.2975 eV.


C:
Formula: C5H14
Source: OMol25
Level of theory: ωB97M-V/def2-TZVPD

ORCA input file:
```
! RIJCOSX wB97M-V def2-TZVPD def2/J DEFGRID3
* xyz 0 1
C -0.339 1.774 -0.588
C -0.045 3.208 -0.095
C -1.284 1.057 0.401
H -0.689 1.861 -1.613
H 0.627 1.256 -0.560
H 1.025 3.432 -0.090
H -0.495 3.388 0.876
H -1.059 1.264 1.445
H -2.319 1.356 0.198
H -0.500 3.947 -0.759
H -1.287 0.001 0.132
C 0.011 -2.819 -0.050
C 1.526 -2.817 0.186
H -0.224 -3.594 -0.787
H -0.499 -3.138 0.852
H -0.287 -1.839 -0.392
H 2.093 -2.591 -0.724
H 1.882 -2.033 0.870
H 1.865 -3.712 0.701
*
```

The molar mass comes out at 74.2 g/mol. As for the SMILES: CCC.CC. The calculation puts the HOMO energy at -11.301 eV. The calculation puts the lowest unoccupied orbital energy at 1.13 eV. The calculation puts the HOMO-LUMO gap at 12.4349 eV.


D:
Formula: C5H14
Source: OMol25
Level of theory: ωB97M-V/def2-TZVPD

ORCA input file:
```
! RIJCOSX wB97M-V def2-TZVPD def2/J DEFGRID3
* xyz 0 1
C -0.156 0.765 -1.536
C -0.913 1.231 -0.311
C 0.327 1.962 -2.196
H 0.653 0.146 -1.297
H -0.846 -0.012 -2.088
H -1.612 0.508 0.206
H 0.601 2.761 -1.542
H 1.137 1.718 -2.865
H -0.288 2.530 -2.905
H -0.358 1.533 0.593
H -1.357 2.229 -0.554
C 0.751 -1.330 1.798
C -0.124 -2.519 1.841
H 1.244 -1.278 0.839
H 0.319 -0.355 2.011
H 1.627 -1.224 2.599
H -0.946 -2.678 2.613
H 0.572 -3.363 1.961
H -0.632 -2.624 0.833
*
```

The molar mass comes out at 74.2 g/mol. As for the SMILES: CCC.CC. The calculation puts the HOMO energy at -10.831 eV. The calculation puts the lowest unoccupied orbital energy at 1.13 eV. The calculation puts the HOMO-LUMO gap at 11.9644 eV.


Which one sits at the bottom of the stability order? D does.


A:
Formula: C5H14
Source: OMol25
Level of theory: ωB97M-V/def2-TZVPD

ORCA input file:
```
! RIJCOSX wB97M-V def2-TZVPD def2/J DEFGRID3
* xyz 0 1
C 1.155 -2.601 -1.785
C 2.349 -2.102 -0.989
H 0.409 -2.921 -1.058
H 0.695 -2.066 -2.600
H 1.467 -3.573 -2.196
H 2.211 -1.087 -0.573
H 3.325 -2.174 -1.456
H 2.334 -2.597 -0.012
C -1.264 2.019 0.448
C -0.396 2.444 1.702
C -2.051 0.720 0.636
H -1.961 2.851 0.354
H -0.579 2.042 -0.398
H -0.563 3.521 1.748
H -1.744 0.009 -0.130
H -2.160 0.200 1.590
H -3.087 1.011 0.467
H -0.814 2.000 2.596
H 0.673 2.305 1.656
*
```

The molar mass comes out at 74.2 g/mol. As for the SMILES: CCC.CC. The calculation puts the HOMO energy at -11.068 eV. The calculation puts the lowest unoccupied orbital energy at 1.01 eV. The calculation puts the HOMO-LUMO gap at 12.0749 eV.


B:
Formula: C5H14
Source: OMol25
Level of theory: ωB97M-V/def2-TZVPD

ORCA input file:
```
! RIJCOSX wB97M-V def2-TZVPD def2/J DEFGRID3
* xyz 0 1
C 0.605 0.072 1.487
C 1.546 -0.071 2.666
C 0.417 -1.259 0.754
H 0.943 0.892 0.854
H -0.402 0.314 1.845
H 1.520 0.782 3.350
H 1.191 -0.897 3.288
H 1.340 -1.627 0.289
H -0.214 -1.205 -0.127
H 2.589 -0.236 2.404
H 0.051 -1.930 1.530
C -0.571 0.955 -1.952
C -1.821 0.313 -2.575
H -0.916 1.916 -1.558
H -0.175 0.262 -1.217
H 0.241 1.191 -2.638
H -1.570 -0.703 -2.889
H -2.751 0.347 -2.028
H -2.024 0.885 -3.482
*
```

The molar mass comes out at 74.2 g/mol. As for the SMILES: CCC.CC. The calculation puts the HOMO energy at -11.364 eV. The calculation puts the lowest unoccupied orbital energy at 1.15 eV. The calculation puts the HOMO-LUMO gap at 12.5127 eV.


C:
Formula: C5H14
Source: OMol25
Level of theory: ωB97M-V/def2-TZVPD

ORCA input file:
```
! RIJCOSX wB97M-V def2-TZVPD def2/J DEFGRID3
* xyz 0 1
C 0.628 -1.208 -1.604
C 0.155 -0.001 -2.409
H -0.168 -1.915 -1.400
H 1.390 -1.774 -2.148
H 1.081 -0.809 -0.704
H 0.255 -0.200 -3.498
H 0.794 0.888 -2.427
H -0.907 0.209 -2.341
C 0.110 0.070 1.755
C -1.376 -0.260 1.654
C 0.505 1.392 1.070
H 0.359 0.218 2.804
H 0.740 -0.772 1.465
H -1.805 -0.448 2.645
H 1.394 1.273 0.453
H -0.267 1.828 0.434
H -1.658 -1.182 1.148
H -2.004 0.545 1.289
H 0.775 2.146 1.812
*
```

The molar mass comes out at 74.2 g/mol. As for the SMILES: CCC.CC. The calculation puts the HOMO energy at -10.971 eV. The calculation puts the lowest unoccupied orbital energy at 1.23 eV. The calculation puts the HOMO-LUMO gap at 12.1993 eV.


D:
Formula: C5H14
Source: OMol25
Level of theory: ωB97M-V/def2-TZVPD

ORCA input file:
```
! RIJCOSX wB97M-V def2-TZVPD def2/J DEFGRID3
* xyz 0 1
C -1.411 1.102 -0.614
C -1.955 0.249 0.569
C -2.364 1.190 -1.811
H -0.510 0.580 -0.961
H -1.041 2.057 -0.244
H -2.982 -0.054 0.360
H -1.353 -0.642 0.663
H -2.402 0.200 -2.282
H -2.109 0.935 1.400
H -2.182 1.919 -2.590
H -3.368 1.229 -1.370
C 2.405 -1.346 1.531
C 3.056 -0.856 0.255
H 2.606 -2.387 1.784
H 2.878 -0.755 2.320
H 1.320 -1.254 1.551
H 3.763 -1.524 -0.245
H 3.310 0.203 0.254
H 2.339 -0.846 -0.571
*
```

The molar mass comes out at 74.2 g/mol. As for the SMILES: CCC.CC. The calculation puts the HOMO energy at -11.180 eV. The calculation puts the lowest unoccupied orbital energy at 1.09 eV. The calculation puts the HOMO-LUMO gap at 12.2681 eV.


Which one sits at the bottom of the stability order? A does.